ORCA calculation (wB97M-V/def2-TZVPD) on 3 unconnected molecules or ions with the total composition C6H14O2.

Its HOMO energy is -8.758 eV.

```
! wB97M-V def2-TZVPD RIJCOSX def2/J DEFGRID3
* xyz 0 1
C -2.354 0.626 0.361
C -1.951 0.054 -0.962
C -0.474 0.464 -1.388
C 1.524 -1.577 1.223
O 2.884 -1.224 0.938
C 0.677 -1.411 -0.025
C 0.667 -0.249 -0.677
H -1.582 0.201 1.108
H -2.343 1.714 0.566
H -3.393 0.412 0.663
H -2.491 0.102 -1.959
H -1.836 -1.065 -0.846
H -0.334 0.455 -2.433
H -0.456 1.511 -1.119
H 1.241 -0.872 2.010
H 1.539 -2.658 1.530
H 3.104 -1.420 0.021
H -0.084 -2.123 -0.336
H 0.386 0.806 1.039
H 1.317 1.362 0.037
H 2.385 2.538 0.372
O 1.573 2.354 -0.124
*
```